(1)
DFT (the ωB97M-V functional and the def2-TZVPD basis) results for 6 unconnected molecules or ions with the total composition C26H32F16O10.

Positions of all 84 atoms, in Å:
F -4.67 7.98 6.02
C -4.20 6.87 6.68
F -4.86 5.75 6.21
C -2.65 6.69 6.45
F -2.22 5.71 7.28
F -2.02 7.83 6.82
C -2.42 6.18 5.02
O -0.91 5.93 4.85
C -0.57 4.93 3.91
F -0.94 3.74 4.33
F -1.16 5.15 2.67
C 0.99 5.00 3.86
F 1.43 4.13 3.04
F 1.42 6.19 3.45
H -4.49 6.93 7.73
H -2.77 6.77 4.18
H -2.94 5.23 4.96
H 1.40 4.77 4.84
F 4.26 9.54 -3.96
C 4.62 8.26 -4.08
F 6.00 8.38 -4.00
C 3.93 7.20 -3.21
F 2.72 6.92 -3.64
F 3.94 7.52 -1.97
C 4.72 5.79 -3.22
O 5.19 5.49 -4.60
C 5.35 4.05 -4.84
F 4.16 3.41 -4.75
F 5.80 4.00 -6.10
C 6.55 3.45 -4.01
F 6.27 3.18 -2.70
F 7.21 2.40 -4.53
H 4.41 8.06 -5.13
H 3.97 5.13 -2.79
H 5.64 5.80 -2.63
H 7.35 4.19 -4.10
O -1.36 -2.70 -0.34
C -1.33 -1.50 -0.36
C -2.41 -0.64 0.10
C -2.25 0.50 -0.92
C -0.76 0.55 -1.03
O -0.38 -0.77 -0.89
H -3.38 -1.12 -0.05
H -2.23 -0.26 1.10
H -2.73 0.35 -1.88
H -2.53 1.49 -0.57
H -0.39 0.92 -1.98
H -0.39 1.26 -0.28
O -0.48 -10.52 -2.52
C 0.62 -10.06 -2.15
C 0.77 -8.71 -1.50
C 2.28 -8.65 -1.23
C 2.86 -9.93 -1.69
O 1.81 -10.71 -2.12
H 0.52 -7.84 -2.12
H 0.17 -8.54 -0.61
H 2.73 -7.89 -1.87
H 2.41 -8.47 -0.17
H 3.50 -9.72 -2.55
H 3.47 -10.33 -0.88
O 2.60 -6.77 5.72
C 1.53 -6.13 5.64
C 1.18 -4.93 4.81
C -0.05 -4.47 5.54
C -0.65 -5.75 6.18
O 0.52 -6.47 6.46
H 1.87 -4.09 4.79
H 0.87 -5.17 3.79
H 0.28 -3.82 6.35
H -0.75 -3.91 4.92
H -1.25 -5.57 7.07
H -1.22 -6.45 5.57
O -6.77 -2.14 -2.94
C -6.19 -2.26 -4.01
C -5.53 -3.52 -4.59
C -5.41 -3.16 -6.00
C -5.17 -1.67 -5.89
O -5.88 -1.24 -4.77
H -4.55 -3.64 -4.12
H -6.12 -4.39 -4.30
H -4.58 -3.67 -6.51
H -6.31 -3.27 -6.60
H -4.10 -1.56 -5.77
H -5.35 -1.24 -6.88

LUMO level = 0.08 eV
SMILES = FC(F)C(F)(F)COC(F)(F)C(F)F.FC(F)C(F)(F)COC(F)(F)C(F)F.O=C1CCCO1.O=C1CCCO1.O=C1CCCO1.O=C1CCCO1
E_tot = -91432.800 eV
Frontier orbital gap = 10.18 eV
HOMO level = -10.11 eV
Energy above the lowest of the compared OMol25 structures with the same formula, charge and spin = 0.0 kcal/mol

Here are the Mulliken charges for atoms 1 to 5, given in e:
1 F -0.246
2 C 0.150
3 F -0.257
4 C 0.879
5 F -0.282

(2)
DFT (the ωB97M-V functional and the def2-TZVPD basis) results for a molecular structure, C26H32F5N9O4PSiTe2V.

Positions of all 81 atoms, in Å:
V -0.84 0.91 1.00
N -1.12 -2.86 0.59
C -2.06 -1.89 0.32
N -3.34 -2.15 0.06
N -3.90 -0.99 -0.16
N -3.01 -0.09 -0.03
N -1.83 -0.58 0.29
C 0.19 -2.66 0.30
N 1.18 -3.54 0.58
N 2.27 -2.96 0.20
N 1.97 -1.78 -0.30
N 0.67 -1.57 -0.29
H -1.44 -3.79 0.78
C 5.35 0.19 3.47
C 5.07 -1.09 3.03
C 4.40 -1.27 1.83
C 4.00 -0.18 1.05
C 4.28 1.09 1.52
C 4.95 1.28 2.72
Si 3.11 -0.45 -0.61
C 4.33 -1.15 -1.88
C 4.72 -2.49 -1.87
C 5.61 -2.98 -2.81
C 6.13 -2.14 -3.78
C 5.77 -0.80 -3.79
C 4.88 -0.32 -2.85
H 5.88 0.34 4.41
H 5.36 -1.94 3.62
H 4.18 -2.27 1.49
H 3.96 1.95 0.95
H 5.14 2.29 3.07
H 2.40 0.67 -1.18
H 4.31 -3.15 -1.12
H 5.90 -4.02 -2.78
H 6.81 -2.52 -4.52
H 6.18 -0.13 -4.54
H 4.59 0.72 -2.87
C 2.51 6.15 -0.61
C 2.30 5.35 0.67
O 1.01 4.82 0.73
P 0.76 3.15 0.42
O -0.54 3.40 -0.53
C -0.46 3.89 -1.85
C 0.49 3.09 -2.72
O -0.09 2.83 1.79
C -0.74 3.80 2.61
C -2.03 4.35 2.01
H 3.54 6.50 -0.66
H 1.84 7.01 -0.62
H 2.30 5.53 -1.47
H 2.43 6.00 1.54
H 3.05 4.55 0.74
H -0.17 4.95 -1.82
H -1.48 3.81 -2.24
H 1.53 3.33 -2.49
H 0.31 3.30 -3.77
H 0.33 2.03 -2.54
H -0.03 4.62 2.80
H -0.94 3.30 3.56
H -1.82 4.96 1.14
H -2.55 4.95 2.75
H -2.69 3.54 1.70
Te 0.78 -0.25 2.68
C 0.10 -0.02 4.70
C -1.20 0.35 5.02
C -1.59 0.50 6.34
C -0.69 0.26 7.36
C 0.61 -0.13 7.05
C 1.00 -0.27 5.73
H -1.92 0.53 4.23
H -2.60 0.80 6.57
H -0.99 0.37 8.39
H 1.31 -0.32 7.84
H 2.01 -0.57 5.48
F -1.68 1.11 -1.79
Te -2.85 1.98 -0.30
F -4.05 1.58 -1.75
F -2.29 1.16 2.04
F -4.63 1.96 0.66
F -3.44 3.90 -1.00
O 0.45 0.97 0.19

Total charge = -1
LUMO level (spin up / spin down) = 1.82 / 2.07 eV
E_tot = -120113.402 eV
Frontier orbital gap (spin up / spin down) = 6.50 / 6.88 eV
HOMO level (spin up / spin down) = -4.68 / -4.81 eV
Energy above the lowest of the compared OMol25 structures with the same formula, charge and spin = 72.6 kcal/mol
Multiplicity = 2

Here are the Mulliken charges for atoms 1 to 5, given in e:
1 V 0.416
2 N 0.028
3 C 0.180
4 N -0.656
5 N -0.775

(3)
DFT (the ωB97M-V functional and the def2-TZVPD basis) results for a molecular structure, C26H32F6GeN3O4S2SiTc.

Positions of all 76 atoms, in Å:
Tc -0.65 -0.47 1.94
F -3.05 3.48 3.35
C -1.85 3.01 3.51
F -1.91 2.04 4.45
F -0.94 3.86 3.94
S -1.35 2.38 1.88
O 0.06 1.86 2.13
O -2.24 1.25 1.66
N -1.64 3.50 0.83
S -0.74 4.68 0.35
O 0.58 4.14 -0.15
O -0.71 5.85 1.12
C -1.66 4.87 -1.26
F -2.89 5.17 -1.04
F -1.09 5.84 -1.93
F -1.56 3.68 -1.85
N 0.93 -1.01 3.16
C 0.84 -2.44 3.48
C -0.56 -2.87 3.80
N -1.51 -2.20 2.91
H 1.85 -0.79 2.84
H 0.88 -0.40 4.00
H 1.54 -2.72 4.30
H 1.23 -3.01 2.66
H -0.95 -2.43 4.69
H -0.56 -4.02 3.80
H -2.29 -1.85 3.50
H -1.97 -2.86 2.25
C 2.27 5.17 2.00
Si 2.28 4.62 0.29
C 2.96 2.97 -0.02
C 2.77 5.90 -0.94
H 1.68 4.35 2.50
H 1.67 6.11 2.13
H 3.28 5.17 2.50
H 4.03 3.05 0.16
H 2.82 2.52 -1.03
H 2.55 2.29 0.74
H 3.81 6.30 -0.87
H 2.17 6.85 -0.87
H 2.60 5.47 -1.95
C -0.48 -1.18 0.44
Ge -0.48 -2.25 -1.31
C -2.40 -2.78 -1.22
C -2.69 -3.83 -2.12
C -4.01 -4.28 -2.24
C -5.01 -3.84 -1.40
C -4.67 -2.75 -0.51
C -3.43 -2.20 -0.47
C 0.82 -3.60 -1.12
C 2.16 -3.17 -1.30
C 3.19 -4.03 -0.97
C 2.89 -5.36 -0.65
C 1.56 -5.78 -0.58
C 0.51 -4.92 -0.78
C 0.20 -0.86 -2.52
C 0.63 -1.38 -3.69
C 1.28 -0.54 -4.61
C 1.41 0.81 -4.36
C 0.77 1.38 -3.26
C 0.22 0.54 -2.28
H -1.94 -4.20 -2.80
H -4.24 -5.01 -2.97
H -6.04 -4.25 -1.39
H -5.52 -2.30 0.01
H -3.15 -1.36 0.23
H 2.31 -2.09 -1.64
H 4.14 -3.60 -1.01
H 3.74 -6.05 -0.55
H 1.33 -6.83 -0.32
H -0.51 -5.21 -0.62
H 0.52 -2.41 -3.93
H 1.79 -0.96 -5.47
H 1.82 1.47 -5.07
H 0.76 2.45 -3.11
H -0.13 1.02 -1.39

Total charge = +2
LUMO level = -5.64 eV
E_tot = -144692.261 eV
Frontier orbital gap = 8.13 eV
HOMO level = -13.77 eV

Here are the Mulliken charges for atoms 1 to 5, given in e:
1 Tc -0.459
2 F -0.176
3 C 0.543
4 F -0.227
5 F -0.168

(4)
DFT (the ωB97M-V functional and the def2-TZVPD basis) results for a molecular structure, C26H32FIN4O5Zr.

Positions of all 70 atoms, in Å:
Zr 0.11 -0.06 0.20
F 4.30 -3.01 5.00
C 3.48 -1.93 5.14
C 2.73 -1.52 4.06
C 1.89 -0.40 4.20
C 1.07 0.03 3.15
O 1.04 -0.58 1.97
C 0.24 1.18 3.36
C 0.23 1.84 4.53
N 1.04 1.43 5.57
C 0.95 2.10 6.84
C 0.90 3.59 6.86
C 2.13 2.88 7.33
C 1.85 0.29 5.45
C 2.61 -0.17 6.51
C 3.44 -1.30 6.37
N 4.24 -1.74 7.48
C 3.95 -3.10 7.92
C 4.63 -3.36 9.24
N 6.11 -3.15 9.07
C 6.41 -1.76 8.57
C 5.66 -1.54 7.27
C -0.40 1.47 2.04
O -1.33 0.67 1.65
O 0.24 2.13 1.20
H 2.78 -2.04 3.11
H -0.37 2.71 4.71
H 0.36 1.57 7.58
H 0.25 4.06 7.59
H 0.97 4.11 5.92
H 2.35 2.85 8.39
H 3.00 2.91 6.69
H 2.58 0.32 7.47
H 4.26 -3.85 7.18
H 2.87 -3.20 8.06
H 4.48 -4.39 9.58
H 4.30 -2.67 10.01
H 6.47 -3.82 8.39
H 6.60 -3.32 9.95
H 7.49 -1.67 8.44
H 6.06 -1.07 9.34
H 6.06 -2.21 6.49
H 5.83 -0.51 6.94
O -0.77 0.87 -1.52
N -0.31 0.83 -2.77
C -0.13 -0.35 -3.38
C 0.33 -0.39 -4.67
C 0.62 0.79 -5.33
C 0.44 1.99 -4.67
C -0.03 1.99 -3.37
H -0.37 -1.22 -2.78
H 0.47 -1.35 -5.15
H 0.99 0.77 -6.35
H 0.67 2.94 -5.14
H -0.18 2.87 -2.77
I 2.59 0.39 -1.06
C -2.85 -2.23 -0.39
C -1.49 -2.81 -0.01
C -1.43 -3.06 1.50
C -1.20 -4.07 -0.80
O -0.50 -1.82 -0.33
H -3.65 -2.94 -0.16
H -2.88 -2.01 -1.46
H -3.04 -1.31 0.16
H -2.16 -3.81 1.81
H -1.62 -2.12 2.02
H -0.43 -3.40 1.77
H -1.95 -4.83 -0.59
H -0.21 -4.46 -0.53
H -1.21 -3.86 -1.87

Total charge = +1
LUMO level (spin up / spin down) = -2.77 / -2.77 eV
E_tot = -55774.752 eV
Frontier orbital gap (spin up / spin down) = 4.32 / 7.21 eV
HOMO level (spin up / spin down) = -7.09 / -9.98 eV
Energy above the lowest of the compared OMol25 structures with the same formula, charge and spin = 0.0 kcal/mol
Multiplicity = 2

Here are the Mulliken charges for atoms 1 to 5, given in e:
1 Zr 0.897
2 F -0.386
3 C 0.262
4 C -0.846
5 C 1.148

(5)
DFT (the ωB97M-V functional and the def2-TZVPD basis) results for a molecular structure, C26H32LaNO6.

Positions of all 66 atoms, in Å:
O -0.64 -0.70 -2.36
C 0.80 -0.64 -2.52
C 0.71 0.68 -3.28
H 1.18 -1.50 -3.07
H 1.31 -0.57 -1.54
C -0.82 0.61 -2.96
H 1.01 0.64 -4.32
H 1.26 1.48 -2.78
C -2.02 0.43 -3.85
H -2.06 -0.56 -4.32
H -2.11 1.24 -4.57
H -2.91 0.43 -3.20
C -1.13 1.85 -2.13
H -0.27 2.32 -1.65
H -1.93 1.69 -1.39
H -1.51 2.60 -2.84
La 0.03 0.22 1.15
C 1.59 2.35 1.96
C 2.49 1.24 2.02
C 2.76 0.82 0.68
H 2.99 0.87 2.91
C 2.05 1.69 -0.19
C 1.29 2.62 0.59
H 0.65 3.42 0.22
H 1.28 2.97 2.80
H 3.45 0.03 0.38
H 2.21 1.76 -1.27
C -2.44 -0.67 2.40
C -2.78 0.52 1.70
C -2.83 0.20 0.31
H -3.04 1.48 2.15
C -2.40 -1.16 0.15
C -2.20 -1.71 1.45
H -2.01 -2.76 1.70
H -2.51 -0.82 3.48
H -3.29 0.81 -0.47
H -2.36 -1.71 -0.80
O 0.02 -1.22 -4.97
C -0.43 -0.40 -6.07
C 0.12 -0.91 -7.40
H -0.16 0.64 -5.88
H -1.53 -0.39 -6.14
C 1.03 -2.10 -7.02
H 0.66 -0.12 -7.92
H -0.73 -1.24 -8.00
C 0.87 -2.26 -5.48
H 2.08 -1.87 -7.25
H 0.73 -3.02 -7.52
H 1.84 -2.20 -4.97
H 0.45 -3.24 -5.23
O -0.32 0.91 3.39
C 0.26 -0.13 3.88
O 0.68 -1.04 3.06
C 0.44 -0.23 5.35
C 1.15 0.80 5.99
C 1.33 0.75 7.36
C 0.74 -0.29 8.10
C 0.01 -1.31 7.45
C -0.13 -1.28 6.07
N 0.87 -0.33 9.52
O 1.53 0.57 10.09
O 0.31 -1.26 10.15
H 1.56 1.62 5.40
H 1.90 1.51 7.89
H -0.43 -2.10 8.05
H -0.68 -2.06 5.53

LUMO level = -0.98 eV
E_tot = -42112.267 eV
Frontier orbital gap = 6.84 eV
HOMO level = -7.82 eV
Energy above the lowest of the compared OMol25 structures with the same formula, charge and spin = 36.5 kcal/mol

Here are the Mulliken charges for atoms 1 to 5, given in e:
1 O -0.552
2 C 0.333
3 C -0.751
4 H -0.010
5 H -0.402

(6)
DFT (the ωB97M-V functional and the def2-TZVPD basis) results for C26H32N2O5S in the gas phase.

Positions of all 66 atoms, in Å:
C -3.25 -0.99 -2.02
N -2.89 -0.44 -0.74
C -3.39 0.87 -0.35
C -4.91 1.00 -0.45
C -5.34 2.36 0.09
C -4.66 3.48 -0.67
C -3.14 3.34 -0.60
C -2.70 1.98 -1.15
S -2.87 -1.61 0.45
O -2.86 -0.98 1.74
O -3.86 -2.62 0.21
C -1.25 -2.36 0.20
C -1.03 -3.63 0.69
C 0.22 -4.21 0.55
C 1.24 -3.51 -0.07
C 1.01 -2.23 -0.57
C 2.07 -1.44 -1.24
O 1.85 -0.42 -1.85
O 3.28 -1.97 -1.08
C 4.41 -1.24 -1.57
C 4.77 -0.17 -0.53
O 5.67 -0.32 0.27
N 3.97 0.91 -0.59
C 3.77 1.81 0.54
C 3.81 3.27 0.08
C 2.51 3.63 -0.64
C 1.34 3.52 0.32
C 1.30 2.18 1.00
C 0.09 1.69 1.49
C 0.02 0.46 2.12
C 1.17 -0.30 2.28
C 2.37 0.18 1.80
C 2.45 1.41 1.16
C -0.25 -1.65 -0.42
H -3.06 -0.26 -2.80
H -2.62 -1.86 -2.20
H -4.30 -1.31 -2.06
H -3.10 0.96 0.70
H -5.37 0.19 0.11
H -5.22 0.91 -1.50
H -6.43 2.46 0.01
H -5.08 2.42 1.15
H -4.96 4.45 -0.26
H -4.97 3.46 -1.72
H -2.66 4.14 -1.17
H -2.82 3.43 0.44
H -2.99 1.92 -2.20
H -1.62 1.87 -1.08
H -1.85 -4.16 1.16
H 0.40 -5.20 0.93
H 2.22 -3.95 -0.18
H 4.18 -0.79 -2.54
H 5.21 -1.97 -1.66
H 3.20 0.89 -1.26
H 4.60 1.61 1.23
H 3.93 3.91 0.95
H 4.67 3.41 -0.58
H 2.58 4.65 -1.03
H 2.35 2.96 -1.49
H 0.40 3.70 -0.20
H 1.44 4.29 1.10
H -0.80 2.29 1.37
H -0.93 0.09 2.47
H 1.12 -1.26 2.76
H 3.27 -0.41 1.91
H -0.43 -0.65 -0.80

LUMO level = 0.00 eV
SMILES = CN(C1CCCCC1)S(=O)(=O)c1cccc(C(=O)OCC(=O)N[C@H]2CCCc3ccccc32)c1
E_tot = -51535.937 eV
Frontier orbital gap = 8.93 eV
HOMO level = -8.94 eV
Energy above the lowest of the compared OMol25 structures with the same formula, charge and spin = 0.0 kcal/mol

Here are the Mulliken charges for atoms 1 to 5, given in e:
1 C -1.193
2 N 0.594
3 C -0.248
4 C -0.943
5 C -0.643

Repeat the sixth record exactly.
DFT (the ωB97M-V functional and the def2-TZVPD basis) results for C26H32N2O5S in the gas phase.

Positions of all 66 atoms, in Å:
C -3.25 -0.99 -2.02
N -2.89 -0.44 -0.74
C -3.39 0.87 -0.35
C -4.91 1.00 -0.45
C -5.34 2.36 0.09
C -4.66 3.48 -0.67
C -3.14 3.34 -0.60
C -2.70 1.98 -1.15
S -2.87 -1.61 0.45
O -2.86 -0.98 1.74
O -3.86 -2.62 0.21
C -1.25 -2.36 0.20
C -1.03 -3.63 0.69
C 0.22 -4.21 0.55
C 1.24 -3.51 -0.07
C 1.01 -2.23 -0.57
C 2.07 -1.44 -1.24
O 1.85 -0.42 -1.85
O 3.28 -1.97 -1.08
C 4.41 -1.24 -1.57
C 4.77 -0.17 -0.53
O 5.67 -0.32 0.27
N 3.97 0.91 -0.59
C 3.77 1.81 0.54
C 3.81 3.27 0.08
C 2.51 3.63 -0.64
C 1.34 3.52 0.32
C 1.30 2.18 1.00
C 0.09 1.69 1.49
C 0.02 0.46 2.12
C 1.17 -0.30 2.28
C 2.37 0.18 1.80
C 2.45 1.41 1.16
C -0.25 -1.65 -0.42
H -3.06 -0.26 -2.80
H -2.62 -1.86 -2.20
H -4.30 -1.31 -2.06
H -3.10 0.96 0.70
H -5.37 0.19 0.11
H -5.22 0.91 -1.50
H -6.43 2.46 0.01
H -5.08 2.42 1.15
H -4.96 4.45 -0.26
H -4.97 3.46 -1.72
H -2.66 4.14 -1.17
H -2.82 3.43 0.44
H -2.99 1.92 -2.20
H -1.62 1.87 -1.08
H -1.85 -4.16 1.16
H 0.40 -5.20 0.93
H 2.22 -3.95 -0.18
H 4.18 -0.79 -2.54
H 5.21 -1.97 -1.66
H 3.20 0.89 -1.26
H 4.60 1.61 1.23
H 3.93 3.91 0.95
H 4.67 3.41 -0.58
H 2.58 4.65 -1.03
H 2.35 2.96 -1.49
H 0.40 3.70 -0.20
H 1.44 4.29 1.10
H -0.80 2.29 1.37
H -0.93 0.09 2.47
H 1.12 -1.26 2.76
H 3.27 -0.41 1.91
H -0.43 -0.65 -0.80

LUMO level = 0.00 eV
SMILES = CN(C1CCCCC1)S(=O)(=O)c1cccc(C(=O)OCC(=O)N[C@H]2CCCc3ccccc32)c1
E_tot = -51535.937 eV
Frontier orbital gap = 8.93 eV
HOMO level = -8.94 eV
Energy above the lowest of the compared OMol25 structures with the same formula, charge and spin = 0.0 kcal/mol

Here are the Mulliken charges for atoms 1 to 5, given in e:
1 C -1.193
2 N 0.594
3 C -0.248
4 C -0.943
5 C -0.643